16
Properties=species:S:1:pos:R:3:forces:R:3 method="wB97M-V/def2-TZVPD" e_above_lowest_kcal_mol=11.0 gap_ev="13.957 / 3.484" molar_mass_da=60.14 total_charge=+1 multiplicity=2 s2=0.7532
C -1.98904 -1.29059 0.95627 0.05 -0.30 0.10
C -1.48709 -1.20956 -0.43898 -0.23 0.17 0.87
H -1.84734 -0.37835 1.57942 0.02 0.13 -0.11
H -3.06825 -1.45026 1.02998 -0.08 0.13 -0.18
H -1.44536 -2.03744 1.54839 0.04 0.00 -0.09
H -2.04116 -1.92735 -1.10307 0.30 -0.09 -0.19
H -0.42000 -1.38761 -0.52721 0.03 -0.16 -0.23
H -1.85819 -0.31228 -0.97849 -0.04 0.19 0.00
C 2.35200 1.00123 -0.65731 -0.14 0.47 0.21
C 1.16688 1.40774 0.14401 0.75 0.78 -0.17
H 3.08044 0.41005 -0.08457 -0.04 -0.27 -0.22
H 2.10346 0.61929 -1.64170 0.21 -0.20 0.02
H 2.97404 1.93161 -0.79463 -0.13 -0.16 -0.05
H 0.60903 2.23354 -0.33692 -0.35 -0.29 -0.16
H 1.46414 1.80539 1.11063 -0.21 -0.42 0.26
H 0.40643 0.58458 0.19420 -0.18 0.02 -0.05